{
  "formula": "C19H56F6N4O7P",
  "method": "the ωB97M-V functional and the def2-TZVPD basis",
  "charge": -1,
  "fmax_ev_per_a": 2.1,
  "e_lumo_ha": 0.09256,
  "species": ["P", "F", "F", "F", "F", "F", "F", "C", "C", "C", "O", "C", "N", "H", "H", "H", "H", "H", "H", "H", "H", "H", "H", "H", "C", "C", "C", "O", "C", "N", "H", "H", "H", "H", "H", "H", "H", "H", "H", "H", "H", "C", "C", "C", "O", "C", "N", "H", "H", "H", "H", "H", "H", "H", "H", "H", "H", "H", "C", "C", "C", "O", "C", "N", "H", "H", "H", "H", "H", "H", "H", "H", "H", "H", "H", "C", "O", "H", "H", "H", "H", "C", "O", "H", "H", "H", "H", "C", "O", "H", "H", "H", "H"],
  "positions_angstrom": [[0.145, 1.349, 0.003], [0.884, 0.630, 1.263], [0.228, 0.014, -0.873], [-1.288, 0.858, 0.578], [-0.543, 2.125, -1.258], [0.046, 2.719, 0.881], [1.584, 1.868, -0.544], [-1.078, -3.012, 2.924], [0.368, -3.092, 2.434], [0.815, -4.519, 2.133], [0.688, -5.394, 3.240], [1.703, -5.244, 4.197], [0.501, -2.285, 1.220], [-1.379, -1.970, 3.032], [-1.216, -3.552, 3.857], [-1.696, -3.461, 2.143], [1.001, -2.702, 3.245], [1.841, -4.530, 1.743], [0.165, -4.922, 1.353], [2.616, -5.736, 3.822], [1.439, -5.796, 5.101], [1.955, -4.217, 4.471], [0.227, -1.344, 1.498], [1.459, -2.097, 0.933], [2.160, 3.598, -3.736], [1.910, 2.217, -4.404], [2.973, 2.111, -5.478], [2.836, 0.908, -6.227], [3.554, 0.955, -7.433], [2.081, 1.161, -3.399], [1.569, 3.688, -2.827], [1.871, 4.402, -4.426], [3.218, 3.758, -3.521], [0.941, 2.183, -4.897], [4.002, 2.170, -5.093], [2.893, 2.946, -6.193], [4.629, 1.090, -7.251], [3.208, 1.787, -8.061], [3.360, 0.015, -7.945], [3.012, 1.256, -2.997], [1.507, 1.435, -2.602], [-2.943, -2.009, -4.541], [-2.250, -0.705, -4.153], [-2.993, 0.058, -3.053], [-4.348, 0.269, -3.404], [-5.097, 0.815, -2.351], [-0.876, -1.007, -3.721], [-3.943, -1.713, -4.882], [-3.131, -2.664, -3.689], [-2.429, -2.529, -5.345], [-2.170, -0.029, -5.011], [-2.503, 1.030, -2.913], [-2.904, -0.519, -2.121], [-5.038, 0.190, -1.449], [-6.160, 0.801, -2.597], [-4.752, 1.834, -2.147], [-0.926, -1.745, -3.017], [-0.579, -0.203, -3.166], [1.443, 1.709, 6.621], [1.553, 1.754, 5.102], [0.501, 2.705, 4.514], [-0.842, 2.384, 4.772], [-1.373, 1.364, 3.969], [2.906, 2.308, 4.809], [0.389, 1.532, 6.876], [1.719, 2.658, 7.083], [2.004, 0.923, 7.126], [1.494, 0.765, 4.649], [0.677, 2.782, 3.430], [0.672, 3.745, 4.811], [-2.456, 1.375, 4.068], [-1.031, 0.366, 4.294], [-1.049, 1.418, 2.925], [2.950, 2.569, 3.817], [2.938, 3.186, 5.319], [4.288, 2.388, 1.172], [3.104, 2.692, 1.879], [4.713, 3.290, 0.726], [4.998, 1.948, 1.878], [4.140, 1.632, 0.397], [2.330, 2.346, 1.419], [-2.456, -3.366, -0.821], [-1.220, -2.760, -1.204], [-2.621, -4.232, -1.461], [-2.398, -3.769, 0.194], [-3.237, -2.606, -0.860], [-0.762, -2.517, -0.377], [-4.104, -0.322, 1.387], [-5.478, -0.622, 1.655], [-3.478, -0.873, 2.096], [-3.900, -0.529, 0.342], [-3.867, 0.735, 1.546], [-5.697, -0.224, 2.501]],
  "atomic_forces_ev_per_a": [[-0.9, 1.0, -0.5], [0.2, -0.1, 0.0], [0.4, -0.1, 0.1], [0.0, 0.2, -0.1], [-0.2, -0.3, 0.4], [-0.1, -0.3, 0.1], [0.4, -0.3, 0.2], [0.3, -0.3, -0.7], [0.4, 0.1, 0.5], [-0.4, 0.0, -0.1], [-0.3, 0.3, 0.2], [0.8, -0.7, 0.0], [-0.3, 0.7, 0.2], [0.0, 0.0, 0.1], [0.0, 0.0, 0.0], [-0.2, 0.0, 0.2], [0.1, 0.0, -0.1], [0.1, 0.0, 0.1], [0.0, 0.0, 0.0], [0.1, 0.3, 0.0], [-0.3, 0.1, 0.0], [-0.2, 0.1, -0.1], [-0.3, 0.0, -0.3], [0.1, -0.6, 0.0], [-0.7, 0.2, -0.9], [1.7, 0.8, 0.8], [0.0, -0.6, -1.1], [-0.1, 0.2, 0.1], [-0.2, 0.1, 0.3], [-0.4, 0.2, 0.0], [0.1, 0.0, 0.1], [-0.1, 0.0, 0.2], [0.0, -0.2, 0.2], [-0.2, -0.2, 0.3], [-0.1, -0.1, 0.4], [-0.2, 0.2, 0.2], [0.0, -0.1, -0.1], [0.0, 0.0, 0.0], [0.2, 0.0, -0.1], [0.1, -0.1, -0.3], [-0.2, -0.4, -0.3], [-1.1, 1.0, -0.2], [0.5, -0.5, 0.3], [0.1, -0.1, -0.3], [-0.3, -0.3, -0.2], [-0.1, -0.2, 0.2], [-0.4, 0.5, 0.4], [0.1, -0.3, -0.2], [0.4, 0.0, 0.1], [0.2, -0.1, 0.1], [-0.2, -0.2, -0.2], [0.1, -0.1, 0.2], [-0.1, 0.1, 0.1], [0.3, 0.2, 0.0], [0.1, 0.2, -0.4], [-0.2, 0.0, 0.3], [0.0, 0.0, -0.1], [0.5, -0.1, -0.3], [-1.2, -0.6, 0.2], [1.1, 1.2, 0.6], [0.3, 0.0, -1.0], [-0.2, 0.3, 0.3], [0.5, -0.9, -0.1], [-0.6, 0.0, -0.3], [0.1, 0.1, 0.1], [0.1, 0.1, -0.2], [0.3, 0.0, -0.3], [-0.2, -0.1, 0.0], [-0.1, -0.4, -0.1], [0.0, -0.2, 0.7], [0.0, 0.2, -0.1], [0.0, 0.1, 0.2], [-0.3, 0.4, 0.0], [0.2, -0.3, 0.2], [0.2, 0.0, 0.0], [0.1, -0.4, 0.2], [-0.1, 0.1, 0.0], [0.0, 0.0, 0.0], [0.1, 0.2, 0.0], [-0.2, 0.2, -0.1], [0.1, 0.1, -0.2], [0.9, 0.2, 0.1], [-0.3, -0.4, 0.5], [-0.4, 0.2, -0.3], [-0.1, 0.1, 0.1], [-0.4, -0.3, -0.1], [0.3, 0.1, -0.2], [-0.1, 0.5, 0.7], [0.0, 0.1, -0.2], [0.3, -0.2, -0.5], [0.1, -0.3, 0.1], [-0.2, 0.0, -0.1], [0.0, 0.0, 0.0]],
  "mulliken_charge": [1.45, -0.05, -0.34, -0.43, -0.30, -0.44, -0.37, -0.85, 0.56, -0.60, -0.36, -0.69, -0.44, 0.00, 0.45, -0.01, 0.15, 0.42, 0.15, 0.28, 0.26, 0.29, -0.10, 0.25, -1.46, 0.54, -0.96, -0.27, -0.77, -0.60, 0.37, 0.44, 0.34, 0.31, 0.34, 0.41, 0.28, 0.32, 0.24, 0.29, 0.04, -1.45, 0.45, 0.04, -0.43, -0.53, -0.61, 0.39, 0.15, 0.39, 0.33, 0.36, -0.18, 0.12, 0.30, 0.29, 0.35, 0.03, -1.48, 0.72, -0.31, -0.46, -0.45, -0.73, 0.31, 0.34, 0.37, 0.06, 0.02, 0.37, 0.27, 0.28, 0.13, 0.34, 0.35, -0.77, -0.69, 0.26, 0.30, 0.25, 0.34, -0.47, -0.47, 0.28, 0.19, 0.12, 0.34, 0.16, -0.58, 0.18, -0.33, 0.26, 0.30]
}

{
  "formula": "C19H56O9",
  "method": "the ωB97M-V functional and the def2-TZVPD basis",
  "charge": 0,
  "fmax_ev_per_a": 1.4,
  "de_lowest_kj_mol": 186.4,
  "e_lumo_ha": 0.01131,
  "smiles": "CC(C)O.CC(C)O.CC(C)O.CCO.CCO.CCO.CCO.CCO.O",
  "species": ["C", "C", "O", "H", "H", "H", "H", "H", "H", "C", "C", "O", "H", "H", "H", "H", "H", "H", "C", "C", "O", "H", "H", "H", "H", "H", "H", "C", "C", "O", "H", "H", "H", "H", "H", "H", "C", "C", "O", "H", "H", "H", "H", "H", "H", "O", "H", "H", "C", "C", "C", "O", "H", "H", "H", "H", "H", "H", "H", "H", "C", "C", "C", "O", "H", "H", "H", "H", "H", "H", "H", "H", "C", "C", "C", "O", "H", "H", "H", "H", "H", "H", "H", "H"],
  "positions_angstrom": [[3.242, -1.813, -3.491], [4.057, -2.390, -2.335], [3.795, -1.622, -1.153], [3.440, -0.743, -3.585], [2.173, -1.885, -3.285], [3.483, -2.331, -4.415], [5.112, -2.436, -2.607], [3.686, -3.404, -2.149], [4.137, -2.110, -0.398], [0.905, -0.951, 1.044], [0.514, -0.850, -0.431], [1.475, -0.094, -1.178], [0.326, -1.733, 1.541], [0.850, -0.003, 1.575], [1.919, -1.348, 1.140], [-0.495, -0.483, -0.611], [0.481, -1.877, -0.825], [2.267, -0.676, -1.185], [-1.764, -3.815, 1.321], [-2.476, -2.486, 1.117], [-3.774, -2.652, 1.677], [-2.220, -4.608, 0.726], [-1.802, -4.125, 2.364], [-0.716, -3.760, 1.014], [-2.518, -2.146, 0.077], [-1.917, -1.716, 1.667], [-4.185, -1.787, 1.777], [-1.836, 1.347, 3.967], [-2.359, 2.737, 3.700], [-3.628, 2.629, 3.027], [-2.636, 0.748, 4.412], [-1.003, 1.362, 4.667], [-1.578, 0.846, 3.033], [-1.649, 3.301, 3.090], [-2.573, 3.247, 4.643], [-4.058, 3.485, 3.095], [3.543, 2.639, -2.181], [2.928, 3.134, -0.877], [1.746, 3.922, -1.089], [4.448, 2.109, -1.873], [3.749, 3.449, -2.876], [2.872, 1.898, -2.615], [3.645, 3.685, -0.258], [2.588, 2.315, -0.242], [1.922, 4.566, -1.782], [-0.345, 2.018, -1.629], [0.231, 1.225, -1.624], [0.188, 2.727, -1.228], [-3.960, 2.197, -0.342], [-3.570, 0.733, -0.620], [-4.798, -0.126, -0.852], [-2.671, 0.586, -1.708], [-3.068, 2.730, -0.006], [-4.672, 2.206, 0.482], [-4.378, 2.697, -1.216], [-3.000, 0.438, 0.280], [-4.517, -1.151, -1.114], [-5.312, 0.204, -1.758], [-5.443, -0.114, 0.023], [-1.889, 1.151, -1.525], [1.944, 2.592, 3.748], [2.667, 1.289, 4.045], [3.615, 0.874, 2.921], [3.452, 1.439, 5.240], [1.304, 2.543, 2.862], [2.630, 3.407, 3.484], [1.376, 2.957, 4.603], [1.941, 0.513, 4.282], [4.210, 1.679, 2.494], [3.106, 0.340, 2.112], [4.268, 0.080, 3.291], [4.030, 2.200, 5.129], [-0.393, -3.640, -2.907], [-1.058, -2.285, -3.097], [-1.626, -2.110, -4.504], [-2.046, -2.176, -2.080], [-0.025, -3.722, -1.881], [0.478, -3.806, -3.548], [-1.072, -4.474, -3.086], [-0.337, -1.473, -2.930], [-0.796, -2.290, -5.199], [-1.871, -1.065, -4.711], [-2.486, -2.736, -4.723], [-2.223, -1.229, -1.943]],
  "atomic_forces_ev_per_a": [[0.1, 0.4, 0.6], [-1.0, -0.4, -0.5], [0.4, 0.0, -0.2], [0.2, -0.1, -0.2], [0.0, -0.2, 0.0], [0.0, 0.0, -0.1], [0.1, 0.2, 0.3], [0.3, -0.1, -0.1], [0.0, 0.1, 0.0], [0.0, -0.5, -0.2], [0.4, -1.0, 0.3], [-0.2, -0.5, 0.2], [-0.4, 0.4, 0.1], [-0.1, 0.0, 0.0], [0.2, 0.3, -0.2], [0.1, 0.4, 0.2], [0.1, 0.1, 0.0], [-0.1, 0.6, -0.1], [0.1, 0.0, -0.6], [0.3, 0.0, 0.5], [-0.2, 0.3, 0.0], [-0.1, 0.1, 0.0], [0.0, 0.2, 0.1], [0.0, 0.1, 0.0], [0.0, -0.5, 0.1], [-0.1, 0.0, 0.1], [0.0, -0.1, -0.1], [-0.6, -0.2, 0.0], [-0.7, -0.1, 0.1], [0.4, -0.1, -0.1], [0.1, 0.1, 0.1], [0.2, 0.0, -0.2], [0.3, 0.0, 0.0], [0.0, 0.2, 0.1], [0.5, 0.1, 0.0], [-0.1, 0.0, -0.1], [-0.3, -0.6, 1.2], [-0.3, 0.2, 0.1], [0.1, 0.0, 0.1], [0.2, 0.1, -0.5], [0.2, 0.0, 0.0], [0.0, 0.1, -0.3], [0.1, 0.2, -0.3], [0.1, -0.2, -0.2], [0.0, 0.0, 0.0], [0.2, -0.4, 0.2], [0.1, 0.7, -0.1], [0.0, -0.1, -0.2], [0.4, -0.4, -0.1], [0.0, 0.6, 0.7], [0.6, -0.4, -0.7], [0.0, 0.1, -0.2], [-0.1, 0.2, -0.1], [0.0, 0.1, 0.0], [0.0, -0.1, 0.0], [-0.5, -0.4, 0.0], [0.1, -0.1, 0.4], [-0.2, 0.4, 0.3], [-0.2, 0.0, -0.1], [-0.2, 0.1, -0.3], [-0.1, 0.6, -0.5], [0.9, 0.8, 0.0], [-0.5, -1.3, -0.3], [-0.3, -0.1, 0.2], [-0.2, -0.3, 0.2], [0.3, -0.2, 0.2], [-0.2, -0.2, 0.0], [0.1, -0.2, -0.1], [0.0, 0.2, 0.2], [-0.2, 0.5, -0.1], [0.3, 0.3, 0.3], [0.0, 0.0, -0.1], [0.5, -0.1, 0.2], [-0.3, -0.1, -0.1], [0.8, 0.7, -0.2], [0.0, 0.0, -0.1], [-0.1, -0.1, 0.0], [-0.1, 0.3, -0.2], [-0.2, 0.1, 0.0], [0.2, -0.2, -0.1], [-0.2, -0.4, -0.1], [-0.3, 0.0, 0.3], [0.1, -0.2, 0.1], [-0.2, 0.1, -0.2]],
  "mulliken_charge": [-0.77, -0.24, -0.43, 0.21, 0.02, 0.40, 0.32, 0.30, 0.23, -1.22, 1.38, -0.26, 0.28, 0.02, 0.29, -0.45, 0.01, -0.19, -1.39, 1.27, -0.62, 0.35, 0.33, 0.29, -0.05, -0.25, 0.31, -0.72, -0.29, -0.49, 0.39, 0.33, -0.13, 0.27, 0.36, 0.28, -0.91, 0.14, -0.57, 0.30, 0.45, 0.12, 0.31, -0.08, 0.28, -0.78, 0.23, 0.38, -1.49, 1.68, -1.57, -0.50, 0.31, 0.36, 0.36, -0.40, 0.34, 0.38, 0.38, 0.24, -1.23, 0.49, -0.84, -0.60, 0.23, 0.45, 0.33, 0.22, 0.31, -0.04, 0.37, 0.35, -1.43, 1.75, -1.66, -0.52, 0.23, 0.31, 0.43, -0.49, 0.41, 0.40, 0.34, 0.09]
}

{
  "formula": "C19H58N4O10",
  "method": "the ωB97M-V functional and the def2-TZVPD basis",
  "charge": 0,
  "fmax_ev_per_a": 2.3,
  "de_lowest_kj_mol": 0.0,
  "e_lumo_ha": 0.01010,
  "smiles": "NC(N)=O.NC(N)=O.CC(C)O.CCO.CCO.CCO.CCO.CCO.CCO.CCO",
  "species": ["C", "C", "O", "H", "H", "H", "H", "H", "H", "C", "C", "O", "H", "H", "H", "H", "H", "H", "C", "C", "O", "H", "H", "H", "H", "H", "H", "C", "C", "O", "H", "H", "H", "H", "H", "H", "C", "C", "O", "H", "H", "H", "H", "H", "H", "C", "C", "O", "H", "H", "H", "H", "H", "H", "C", "C", "O", "H", "H", "H", "H", "H", "H", "C", "O", "N", "N", "H", "H", "H", "H", "C", "O", "N", "N", "H", "H", "H", "H", "C", "C", "C", "O", "H", "H", "H", "H", "H", "H", "H", "H"],
  "positions_angstrom": [[-17.285, 4.134, 10.847], [-17.220, 3.989, 9.347], [-18.037, 2.902, 8.956], [-17.226, 3.152, 11.325], [-18.191, 4.637, 11.190], [-16.476, 4.709, 11.305], [-16.191, 3.821, 9.017], [-17.560, 4.941, 8.914], [-18.057, 2.844, 7.993], [-10.128, 0.472, 10.552], [-10.500, 1.052, 11.929], [-11.867, 1.401, 12.130], [-9.154, 0.045, 10.800], [-9.980, 1.243, 9.803], [-10.852, -0.286, 10.266], [-9.889, 1.951, 12.099], [-10.119, 0.373, 12.697], [-12.209, 0.887, 12.867], [-8.534, 4.469, 5.655], [-7.571, 5.575, 5.354], [-6.297, 4.995, 5.062], [-8.486, 3.621, 4.964], [-9.566, 4.814, 5.671], [-8.346, 4.016, 6.630], [-7.467, 6.165, 6.274], [-7.883, 6.252, 4.556], [-5.682, 5.696, 4.833], [-14.592, -0.500, 9.930], [-14.370, -1.169, 11.263], [-15.172, -0.594, 12.289], [-14.617, 0.592, 10.050], [-15.558, -0.769, 9.500], [-13.814, -0.643, 9.177], [-13.331, -1.216, 11.588], [-14.625, -2.236, 11.156], [-16.077, -0.883, 12.141], [-16.139, 1.568, 6.464], [-17.296, 1.857, 5.532], [-17.938, 3.054, 5.960], [-15.542, 2.481, 6.585], [-15.431, 0.841, 6.069], [-16.499, 1.297, 7.456], [-18.004, 1.023, 5.564], [-16.928, 1.937, 4.504], [-18.821, 3.089, 5.581], [-13.590, 3.285, 8.760], [-12.093, 3.269, 8.966], [-11.399, 3.220, 7.662], [-13.852, 3.943, 7.926], [-14.037, 3.748, 9.645], [-13.987, 2.307, 8.499], [-11.763, 2.359, 9.459], [-11.681, 4.159, 9.431], [-10.978, 4.090, 7.603], [-13.835, 3.017, 4.196], [-12.595, 2.222, 4.542], [-12.491, 1.034, 3.757], [-14.742, 2.415, 4.269], [-13.803, 3.494, 3.215], [-13.984, 3.809, 4.939], [-12.669, 1.847, 5.563], [-11.689, 2.834, 4.504], [-12.401, 1.274, 2.829], [-13.787, 4.526, 12.772], [-14.432, 5.376, 13.370], [-14.252, 3.252, 12.568], [-12.516, 4.736, 12.308], [-15.126, 2.972, 12.969], [-13.698, 2.564, 12.083], [-11.974, 4.028, 11.848], [-12.168, 5.667, 12.437], [-13.091, 7.497, 6.196], [-11.891, 7.572, 6.436], [-13.758, 6.307, 6.203], [-13.869, 8.609, 6.015], [-13.259, 5.436, 6.195], [-14.754, 6.280, 6.082], [-13.423, 9.499, 5.908], [-14.829, 8.496, 5.745], [-11.037, 6.899, 9.847], [-9.758, 6.477, 9.165], [-9.107, 5.254, 9.799], [-10.125, 6.117, 7.815], [-11.586, 7.649, 9.270], [-10.934, 7.365, 10.834], [-11.701, 6.040, 9.933], [-9.033, 7.291, 9.076], [-8.188, 5.569, 10.303], [-8.830, 4.510, 9.055], [-9.716, 4.812, 10.590], [-10.748, 6.775, 7.451]],
  "atomic_forces_ev_per_a": [[0.1, -0.1, 0.9], [0.2, 0.5, 0.1], [-0.3, -0.2, 0.1], [-0.2, 0.0, -0.1], [-0.2, -0.3, -0.2], [0.2, 0.1, -0.5], [0.0, 0.0, 0.0], [0.0, -0.2, -0.2], [0.0, 0.2, -0.1], [0.0, 0.4, 1.5], [0.8, 0.5, 0.0], [0.1, -0.2, -0.2], [0.0, -0.4, -0.7], [-0.2, -0.1, -0.2], [0.2, -0.1, -0.3], [-0.2, 0.0, -0.2], [-0.5, -0.2, 0.1], [-0.1, 0.0, 0.0], [-0.6, -0.9, -0.1], [0.6, 0.2, 0.7], [0.0, -0.1, -0.2], [0.2, 0.3, -0.3], [0.0, 0.2, 0.0], [0.1, 0.2, 0.1], [-0.1, 0.2, -0.2], [-0.2, -0.2, -0.1], [0.0, 0.0, 0.0], [0.1, 1.2, -0.4], [-0.3, -1.2, -0.2], [0.3, 0.1, 0.1], [0.0, -0.1, 0.2], [0.0, -0.1, 0.0], [0.0, -0.5, 0.1], [0.0, 0.7, 0.1], [-0.1, 0.1, 0.1], [-0.1, 0.1, 0.0], [0.3, 0.7, 0.2], [0.2, -0.7, -0.1], [0.0, 0.1, 0.1], [-0.2, 0.0, 0.0], [-0.3, -0.3, 0.0], [0.1, -0.2, 0.0], [0.0, 0.0, -0.1], [-0.1, 0.2, 0.0], [0.0, 0.0, 0.0], [0.2, 0.8, 0.1], [0.9, -0.5, -2.1], [-0.5, 0.3, 0.8], [0.2, 0.1, 0.0], [-0.4, -0.5, 0.0], [-0.1, -0.1, 0.4], [-0.2, 0.1, 0.5], [-0.4, -0.1, 0.6], [0.2, 0.0, -0.3], [-0.3, 0.4, 0.4], [-0.3, -0.5, 0.2], [0.1, 0.1, -0.1], [0.2, -0.2, -0.2], [0.1, -0.1, 0.0], [0.1, 0.1, -0.1], [0.0, 0.2, 0.1], [0.0, 0.0, -0.2], [0.0, 0.0, 0.0], [-0.3, -0.6, 0.6], [0.2, -0.1, -0.4], [0.2, 0.1, -0.3], [-0.3, 0.4, 0.0], [-0.1, 0.2, 0.0], [0.0, 0.0, 0.1], [0.0, -0.1, 0.1], [0.2, 0.0, -0.1], [0.1, 0.0, 0.7], [-0.1, 0.3, -0.5], [-0.4, 0.3, -0.2], [-0.1, -0.6, 0.0], [0.3, 0.1, 0.1], [0.0, -0.1, -0.1], [0.1, 0.0, 0.0], [0.0, 0.2, -0.1], [-0.5, 0.7, 0.5], [-0.6, -0.3, -1.1], [0.6, 0.5, 0.6], [0.2, -0.4, 0.4], [0.2, 0.0, -0.2], [0.3, -0.3, 0.0], [0.0, 0.0, 0.1], [0.0, 0.1, 0.3], [0.0, -0.1, -0.1], [-0.1, 0.0, -0.1], [-0.2, -0.1, -0.2], [0.1, -0.1, -0.1]],
  "mulliken_charge": [-1.30, 0.88, -0.60, 0.25, 0.37, 0.32, -0.41, 0.26, 0.28, -0.83, -0.48, -0.36, 0.43, 0.14, 0.16, 0.26, 0.50, 0.22, -0.49, -0.22, -0.53, 0.44, -0.02, 0.12, 0.13, 0.31, 0.29, -0.68, -0.44, -0.53, 0.01, 0.40, 0.38, 0.18, 0.39, 0.31, -0.75, -0.46, -0.54, -0.07, 0.51, 0.42, 0.33, 0.37, 0.28, 0.05, 1.14, -0.42, -0.16, 0.13, -0.08, -0.39, -0.72, 0.05, -0.54, 0.07, -0.57, 0.03, 0.50, -0.01, 0.04, 0.20, 0.31, 0.51, -0.70, -0.05, -0.14, 0.21, 0.04, -0.03, 0.18, 0.58, -0.72, -0.09, -0.42, -0.15, 0.17, 0.25, 0.16, -1.01, 0.49, -0.85, -0.45, 0.35, 0.33, 0.10, 0.43, 0.45, 0.09, 0.09, 0.34]
}